# 1
Below is a structure of composition C31H40MnN3O3Se, with properties calculated with the ωB97M-V functional and the def2-TZVPD basis.

Structure (XYZ):
```
79
Properties=species:S:1:pos:R:3:forces:R:3:mulliken_charge:R:1
Mn 2.41975 0.58923 1.34343 0.1 0.2 0.0 0.603
C -1.14114 -2.22299 -4.47800 0.0 0.0 0.0 -1.594
C -0.20331 -3.12572 -3.66383 0.0 0.0 0.0 2.063
C -1.05824 -4.12344 -2.88290 0.0 0.0 0.0 -1.971
C 0.70485 -3.91106 -4.61994 0.0 0.0 0.0 -1.677
C 0.65396 -2.26275 -2.74093 0.0 0.0 0.0 -0.872
C 0.63828 -2.38652 -1.36666 0.0 0.0 0.0 -0.822
C 1.43231 -1.54532 -0.59576 0.0 0.0 -0.1 0.115
Se 1.44356 -1.69987 1.31601 0.1 0.0 0.0 0.066
C -0.17717 -0.80801 1.84871 -0.1 0.1 0.0 0.411
C -1.41129 -1.39198 1.61673 0.0 0.0 0.0 -0.600
C -2.55778 -0.73441 2.02556 0.0 0.0 0.0 -0.771
C -2.39209 0.49057 2.67400 0.0 0.0 0.0 -0.084
C -1.17190 1.10455 2.93520 0.0 -0.1 0.0 -0.584
C -0.01715 0.41739 2.50593 -0.1 0.1 0.1 1.830
O 1.22158 0.90490 2.70986 0.2 0.0 -0.2 -1.060
C -1.20209 2.47041 3.63930 0.0 0.0 0.0 2.063
C 0.16393 3.10678 3.92041 0.0 0.0 0.0 -2.148
C -1.99101 3.45213 2.75842 0.0 0.0 0.0 -1.667
C -1.91632 2.31141 4.99108 0.0 0.0 0.0 -1.715
C -3.96115 -1.28883 1.79192 0.0 0.0 0.0 2.037
C -4.76313 -0.29838 0.93600 0.0 0.0 0.0 -1.621
C -4.66427 -1.48303 3.14211 0.0 0.0 0.0 -1.692
C -3.93055 -2.63345 1.06558 0.0 0.0 0.0 -2.240
C 2.28509 -0.58925 -1.14782 -0.1 0.0 -0.1 1.828
O 3.04466 0.18630 -0.35591 0.0 0.1 0.3 -1.206
C 2.32089 -0.45035 -2.55587 0.0 0.0 0.1 -0.573
C 1.50170 -1.29122 -3.29061 0.0 0.0 0.0 0.168
C 3.21274 0.59939 -3.21956 0.0 0.0 0.0 2.156
C 3.05644 0.58852 -4.74207 0.0 0.0 0.0 -2.227
C 4.68939 0.31478 -2.90411 0.0 0.0 0.0 -1.599
C 2.82738 2.00199 -2.72269 0.0 0.0 0.0 -1.462
H -1.76238 -2.82715 -5.14256 0.0 0.0 0.0 0.463
H -0.58450 -1.51508 -5.09337 0.0 0.0 0.0 0.319
H -1.79765 -1.65182 -3.81881 0.0 0.0 0.0 0.350
H -1.65451 -4.71485 -3.57932 0.0 0.0 0.0 0.444
H -1.74917 -3.61890 -2.20369 0.0 0.0 0.0 0.262
H -0.44440 -4.81554 -2.30270 0.0 0.0 0.0 0.401
H 0.10253 -4.53456 -5.28419 0.0 0.0 0.0 0.458
H 1.38532 -4.55936 -4.06495 0.0 0.0 0.0 0.368
H 1.30594 -3.24628 -5.24141 0.0 0.0 0.0 0.318
H 0.01414 -3.12209 -0.87776 0.0 0.0 0.0 0.476
H -1.46217 -2.34812 1.11436 0.0 0.0 0.0 0.398
H -3.28605 1.01060 2.99470 0.0 0.0 0.0 0.382
H 0.70771 3.32793 3.00324 0.0 0.0 0.0 0.341
H 0.79547 2.47587 4.54230 0.0 0.0 0.0 0.392
H -0.00689 4.04761 4.44842 0.0 0.0 0.0 0.524
H -1.49949 3.58403 1.79256 0.0 0.0 0.0 0.361
H -2.04261 4.42698 3.24759 0.0 0.0 0.0 0.461
H -3.01205 3.11567 2.57426 0.0 0.0 0.0 0.322
H -1.37367 1.61601 5.63392 0.0 0.0 0.0 0.392
H -2.93763 1.94481 4.88250 0.0 0.0 0.0 0.305
H -1.96172 3.27708 5.49821 0.0 0.0 0.0 0.453
H -4.85786 0.67211 1.42490 0.0 0.0 0.0 0.327
H -5.76990 -0.68281 0.75960 0.0 0.0 0.0 0.468
H -4.28059 -0.14219 -0.03063 0.0 0.0 0.0 0.351
H -4.75668 -0.54221 3.68619 0.0 0.0 0.0 0.320
H -4.11110 -2.18229 3.77159 0.0 0.0 0.0 0.358
H -5.66998 -1.88044 2.98939 0.0 0.0 0.0 0.468
H -3.46194 -2.55092 0.08228 0.0 0.0 0.0 0.395
H -4.95101 -2.98891 0.91537 0.0 0.0 0.0 0.444
H -3.39775 -3.39283 1.64179 0.0 0.0 0.0 0.379
H 1.51580 -1.19467 -4.36691 0.0 0.0 0.0 0.432
H 3.34688 -0.37007 -5.17730 0.0 0.0 0.0 0.418
H 3.70757 1.35387 -5.16653 0.0 0.0 0.0 0.440
H 2.03483 0.81832 -5.05235 0.0 0.0 0.0 0.397
H 4.97670 -0.67107 -3.27660 0.0 0.0 0.0 0.340
H 4.88877 0.35594 -1.83648 0.0 0.0 0.0 0.283
H 5.31726 1.05856 -3.39925 0.0 0.0 0.0 0.454
H 1.77966 2.21366 -2.94804 0.0 0.0 0.0 0.315
H 3.43770 2.75164 -3.23054 0.0 0.0 0.0 0.458
H 2.98721 2.11167 -1.65255 0.0 0.0 0.0 0.184
O 3.31734 2.25541 1.42148 -0.1 -0.2 -0.2 -0.449
N 3.65798 2.54735 2.66074 0.0 0.0 0.2 -0.223
C 4.17160 3.71941 2.81285 -0.1 -0.2 0.0 0.777
C 4.57885 4.10414 4.13209 0.0 0.0 0.1 -0.066
N 4.91301 4.43216 5.18013 0.0 0.0 0.0 -0.421
C 4.34441 4.64574 1.73041 0.0 0.1 -0.1 0.202
N 4.48709 5.39381 0.87149 0.0 0.0 0.0 -0.398
```
Forces are in eV/Å.

Results
Total energy ... -5147.6525 hartree
⟨S²⟩ ... 6.066
Multiplicity ... 5


# 2
Below is the molecule C20H23N5O, with properties calculated with the ωB97M-V functional and the def2-TZVPD basis.

Structure (XYZ):
```
49
Properties=species:S:1:pos:R:3:forces:R:3:mulliken_charge:R:1
C -0.60716 -0.32651 7.12570 0.0 0.0 0.0 -1.371
C -0.07098 -0.26569 5.72685 0.2 0.1 0.1 0.892
C -0.86063 -0.78356 4.67976 0.0 0.0 -0.2 -0.770
C -0.45645 -0.77560 3.36691 -0.2 -0.1 -0.1 -0.664
C 0.79253 -0.22355 3.10469 0.6 0.4 0.7 1.441
C 1.60211 0.30156 4.14110 -0.9 -0.5 -0.8 0.189
C 1.16507 0.28152 5.46563 -0.1 0.0 -0.1 -1.096
N 2.75176 0.75696 3.56878 0.4 0.3 0.7 -0.824
N 2.69647 0.55240 2.31868 0.4 0.0 -0.9 -0.559
N 1.53566 -0.02529 1.98133 -0.5 0.1 0.8 0.784
C 1.24676 -0.43738 0.63347 0.3 -0.3 -0.5 -0.163
C 1.79800 0.59091 -0.36764 0.0 0.0 -0.1 -0.422
C 2.07297 -0.10678 -1.70921 -0.1 0.3 0.1 -1.192
N 1.12306 -1.17839 -1.91742 0.0 -0.1 -0.1 0.028
C -0.19299 -1.01160 -2.31070 0.4 -0.1 0.0 0.725
O -1.02007 -1.87999 -2.11303 -0.4 -0.1 0.0 -0.714
N -0.44957 0.16368 -2.96488 0.4 0.5 -0.1 0.219
C -1.63537 0.58376 -3.57834 -0.4 0.0 -0.1 0.516
C -2.81819 -0.14187 -3.48656 0.0 -0.2 0.1 -0.637
C -3.96893 0.31673 -4.09998 0.0 0.1 -0.1 -0.652
C -3.95585 1.50394 -4.80842 -0.1 0.0 0.0 -0.691
C -2.78006 2.22833 -4.89839 0.0 -0.1 0.0 -0.624
C -1.61200 1.79094 -4.29430 0.1 0.0 0.0 1.002
C -0.35502 2.60782 -4.41887 -0.1 -0.1 0.0 -1.523
C 1.39807 -2.30053 -1.03403 -0.1 -0.4 0.1 -1.007
C 1.85588 -1.81734 0.35127 -0.2 0.1 -0.1 -0.710
H -0.79655 -1.35980 7.41433 0.0 0.0 0.1 0.326
H -1.54935 0.21593 7.19489 -0.1 0.0 0.1 0.331
H 0.09682 0.10773 7.83033 0.0 0.0 0.1 0.343
H -1.82376 -1.20424 4.93029 -0.1 0.0 0.0 0.388
H -1.07665 -1.17939 2.58111 -0.1 -0.1 -0.1 0.439
H 1.78755 0.68412 6.24848 0.1 0.0 0.1 0.345
H 0.15610 -0.51035 0.54227 0.1 0.1 0.1 0.140
H 2.71989 1.01137 0.03495 -0.1 0.0 -0.1 0.477
H 1.07507 1.39915 -0.49177 0.0 0.0 0.0 0.203
H 2.07693 0.60972 -2.53194 0.1 -0.1 0.0 0.425
H 3.06306 -0.56992 -1.69471 0.0 0.1 -0.1 0.436
H 0.32744 0.78271 -3.12132 0.0 -0.2 0.1 -0.124
H -2.82335 -1.06803 -2.93811 0.0 0.0 0.0 0.507
H -4.87802 -0.26014 -4.02075 -0.1 -0.1 0.0 0.402
H -4.85188 1.86647 -5.28910 -0.1 0.0 0.0 0.377
H -2.76662 3.15658 -5.45206 0.0 0.1 0.0 0.318
H 0.00185 2.93896 -3.44191 0.1 0.0 0.1 0.333
H -0.54720 3.49384 -5.01840 0.0 0.0 0.0 0.374
H 0.43855 2.04078 -4.90890 0.1 0.0 0.0 0.366
H 0.47385 -2.87653 -0.95983 0.2 0.0 0.0 0.441
H 2.16775 -2.93241 -1.48898 -0.1 0.0 0.1 0.274
H 1.53745 -2.52795 1.11499 0.1 0.0 0.0 0.381
H 2.94284 -1.73285 0.40403 0.0 0.0 0.1 0.322
```
Forces are in eV/Å.

Results
Structure (SMILES) ... Cc1ccc2c(c1)nnn2C1CCN(C(=O)Nc2ccccc2C)CC1
Total energy ... -1124.9671 hartree


# 3
Below is a cluster of 7 separate species, C25H49NO12S in total, with properties calculated with the ωB97M-V functional and the def2-TZVPD basis.

Structure (XYZ):
```
88
Properties=species:S:1:pos:R:3:forces:R:3:mulliken_charge:R:1
C 2.27216 0.70562 -0.54143 -0.5 0.4 -0.1 -1.065
C 1.02717 -0.13039 -0.30284 1.6 0.4 -0.2 -0.056
O -0.02915 0.46513 -1.07101 0.2 -0.1 0.3 -0.232
C -1.24555 -0.14300 -1.01059 -2.2 -0.3 -0.4 1.276
C -2.40191 0.85590 -0.72106 0.1 0.0 0.0 -1.356
C -3.35963 0.36971 0.36429 0.3 0.4 0.2 0.295
C -4.52523 1.31267 0.51937 -0.6 -1.8 -2.1 0.020
N -5.68316 1.06750 -0.32533 0.2 -0.2 0.1 -0.574
O -4.55264 2.19892 1.27785 0.3 2.3 2.0 -0.452
C -1.63807 -0.89924 -2.30159 0.4 -1.1 -0.3 -0.760
O -1.37207 -2.32069 -2.10162 0.3 0.1 0.4 -0.338
S -1.54134 -2.66605 -0.57351 1.7 0.3 0.8 1.303
O -2.78938 -3.22675 -0.26544 -2.3 0.6 -0.4 -0.654
O -0.47350 -3.40486 -0.04362 1.8 -0.9 -0.3 -0.553
O -1.29939 -1.18810 -0.02939 -0.4 0.0 0.2 -0.291
H 2.28657 1.52324 0.16308 0.0 0.4 0.1 0.193
H 2.25982 1.10643 -1.55361 0.2 -0.1 -0.1 0.323
H 3.16967 0.13805 -0.34730 0.2 -0.3 -0.1 0.228
H 1.26025 -1.14133 -0.61583 -0.5 -0.4 -0.1 0.179
H 0.84179 -0.10424 0.76100 -0.5 -0.2 0.2 0.280
H -2.98367 1.00957 -1.62160 0.1 0.2 -0.4 0.339
H -1.99766 1.82332 -0.45942 0.2 0.2 0.2 0.247
H -3.75572 -0.61182 0.14620 0.1 -0.4 0.0 0.261
H -2.80835 0.36467 1.29323 0.0 -0.2 0.4 0.015
H -5.43869 1.24455 -1.29761 0.0 0.1 0.0 0.310
H -5.89633 0.07505 -0.25605 -0.1 0.0 -0.2 0.308
H -2.69177 -0.88129 -2.52922 -0.3 0.5 0.0 0.493
H -1.03169 -0.62370 -3.14813 0.1 0.3 -0.2 0.244
C 1.27328 2.81890 -5.81973 0.2 -0.1 0.1 -1.175
C 1.26315 2.88781 -4.31082 0.0 0.0 0.1 0.802
C 0.03568 3.47913 -3.65819 0.2 -0.1 0.2 -1.012
O 2.19411 2.48781 -3.65349 0.0 0.0 0.0 -0.535
H 2.20823 2.37515 -6.15440 0.0 0.0 0.0 0.314
H 0.44365 2.20350 -6.17171 -0.1 0.1 0.0 0.323
H 1.18739 3.82199 -6.24031 -0.2 0.0 0.0 0.343
H -0.84694 2.89203 -3.91848 -0.1 0.1 -0.1 0.292
H -0.10256 4.51041 -3.98711 -0.1 -0.1 -0.1 0.462
H 0.16056 3.46618 -2.57745 0.0 0.0 0.0 0.200
C -4.50186 5.18524 -0.29688 0.2 -0.3 0.0 -0.946
C -4.29871 4.71235 -1.71366 0.0 0.0 0.1 0.823
C -4.64527 5.67854 -2.81947 0.1 -0.3 -0.2 -1.245
O -3.87595 3.60138 -1.95656 0.0 0.0 0.0 -0.501
H -4.21245 4.39015 0.38391 -0.1 0.0 0.1 0.146
H -3.88413 6.06365 -0.10123 -0.2 0.1 -0.1 0.371
H -5.55255 5.42839 -0.13296 0.0 0.1 0.0 0.336
H -4.03362 6.57782 -2.73397 -0.1 0.1 0.1 0.355
H -5.70074 5.94783 -2.76132 0.0 0.1 0.1 0.352
H -4.45294 5.21139 -3.78316 0.0 0.0 0.0 0.306
C 4.94768 1.51541 3.19713 -0.1 0.1 -0.2 -1.275
C 3.81364 0.52544 3.23788 0.0 0.0 0.0 0.935
C 3.89795 -0.57626 4.26095 -0.2 -0.1 -0.1 -1.122
O 2.87118 0.60946 2.47879 0.4 0.0 -0.1 -0.503
H 4.75916 2.25064 2.41744 0.0 0.0 0.0 0.320
H 5.02804 2.02886 4.15674 0.1 -0.1 0.0 0.384
H 5.88359 0.99838 2.97734 0.0 0.0 0.1 0.315
H 3.93008 -0.15531 5.26615 0.1 0.0 0.0 0.357
H 4.79237 -1.17697 4.08119 0.1 0.1 0.1 0.323
H 3.02054 -1.21406 4.17923 0.0 0.0 0.0 0.276
C -3.65154 -6.51397 -2.28805 -0.1 -0.1 -0.2 -0.990
C -2.35611 -6.74448 -3.02930 0.0 0.0 0.0 0.830
C -1.09277 -6.27461 -2.35099 0.1 -0.1 -0.3 -0.631
O -2.33334 -7.27856 -4.11357 0.0 0.0 0.0 -0.562
H -4.47953 -6.89539 -2.88197 0.0 0.0 0.0 0.314
H -3.63215 -7.03637 -1.33051 0.0 0.2 0.1 0.316
H -3.79923 -5.44628 -2.11632 0.1 0.0 0.2 0.217
H -0.96771 -6.78610 -1.39573 -0.1 0.2 0.1 0.335
H -1.14056 -5.19825 -2.18756 0.0 0.0 0.2 -0.129
H -0.23730 -6.49735 -2.98508 0.0 0.0 0.0 0.315
C 5.44223 -3.13145 1.24316 0.0 0.3 0.0 -0.890
C 6.80416 -2.76229 1.77889 0.0 0.0 0.0 0.876
C 7.59545 -3.85690 2.45394 0.2 0.2 0.0 -1.171
O 7.24087 -1.63956 1.67410 0.0 0.0 0.1 -0.554
H 4.98655 -2.25478 0.78705 0.0 0.0 0.0 0.062
H 5.53212 -3.91386 0.48829 -0.1 -0.1 0.1 0.410
H 4.80457 -3.47796 2.05841 0.0 -0.2 -0.1 0.317
H 7.78129 -4.67097 1.75176 -0.1 -0.1 0.1 0.343
H 7.04617 -4.23744 3.31662 0.0 -0.1 -0.1 0.309
H 8.54931 -3.45743 2.79119 0.0 0.0 0.0 0.316
C 0.17982 1.00075 3.74206 0.3 -0.3 0.1 -0.302
C 0.14814 1.06026 5.24821 0.0 0.0 0.0 0.643
C -1.09446 1.62756 5.89243 0.2 -0.1 0.3 -1.212
O 1.08128 0.67029 5.91451 0.0 0.0 0.0 -0.553
H 1.13208 0.57240 3.41743 -0.4 0.1 0.1 -0.201
H -0.63840 0.37430 3.37752 -0.1 0.2 0.0 0.182
H 0.08476 2.00693 3.32823 -0.2 0.0 -0.1 0.444
H -1.96365 1.02792 5.61811 0.0 0.1 -0.1 0.303
H -1.24532 2.65819 5.56788 -0.1 -0.1 -0.1 0.319
H -0.98188 1.61126 6.97465 0.0 0.0 0.0 0.340
```
Forces are in eV/Å.

Results
Structure (SMILES) ... CCO[C@@]1(CCC(N)=O)COS(=O)(=O)O1.CC(C)=O.CC(C)=O.CC(C)=O.CC(C)=O.CC(C)=O.CC(C)=O
Total energy ... -2337.7522 hartree


- Which of these has the highest total energy?
  C20H23N5O